The following is a DFT calculation (ωB97M-V/def2-TZVPD) of a 5-piece molecular cluster, C34H44Br2O10 overall in a non-equilibrium geometry.

Calculated values
Kohn-Sham gap, eV: 7.501

XYZ file:
```
90
Properties=species:S:1:pos:R:3:lowdin_charge:R:1
C 4.06774 -3.27941 1.72600 -0.1183
C 3.47911 -3.68210 0.27597 -0.6499
Br 4.09980 -5.34523 -0.63134 0.5936
C 2.51149 -2.83847 -0.37184 -0.6034
Br 1.93214 -3.45666 -2.18337 0.6248
C 2.00389 -1.51158 0.32194 -0.1261
C 3.05680 -0.35551 0.48590 0.0118
C 2.65580 1.01824 1.11629 0.0077
C 1.16980 1.24154 1.59820 -0.1171
C 0.85865 2.70574 2.18996 -0.0633
C 0.12148 0.10751 1.49039 0.0030
C 0.54770 -1.27125 0.84558 0.0238
C -0.57268 -2.39027 0.71635 -0.2411
O -0.60018 -3.28641 -0.18085 -0.0096
C -1.81398 -2.41089 1.74587 -0.0505
C -2.54067 -3.76516 2.00434 0.0079
C -3.74512 -3.73087 3.01229 -0.0453
C -4.14443 -2.37152 3.70315 -0.0359
C -3.38595 -1.03135 3.41285 0.0165
C -2.19225 -1.06117 2.40227 -0.0409
C -1.37253 0.26999 1.99545 -0.2452
O -2.01409 1.35073 2.08053 0.0332
H 3.29313 -2.74861 2.37982 0.0851
H 4.56299 -4.17911 2.25366 0.0799
H 4.89217 -2.49980 1.50679 0.0847
H 4.14704 -0.44436 0.14568 0.1062
H 3.43167 1.86267 1.23429 0.1105
H -0.21644 3.04660 2.03362 0.0782
H 1.51352 3.42726 1.56331 0.0675
H 1.20136 2.84050 3.27161 0.0950
H -2.25345 -4.73020 1.47756 0.1013
H -4.31141 -4.70112 3.19850 0.0823
H -5.03259 -2.43219 4.41477 0.0775
H -3.73610 -0.06314 3.91454 0.1083
O 4.91925 -1.68387 -2.37381 0.0685
C 5.13465 -1.93715 -3.53637 -0.5329
O 5.99022 -2.92643 -3.86055 -0.0025
C 6.17977 -3.42775 -5.19117 -0.2296
C 7.17924 -2.58244 -5.95417 -0.0680
C 4.53054 -1.10740 -4.63175 0.0075
H 5.22387 -3.52389 -5.71321 0.1154
H 6.57513 -4.44037 -5.08252 0.1245
H 6.83179 -1.55412 -6.07215 0.0659
H 7.36102 -3.00183 -6.94632 0.0818
H 8.12876 -2.53435 -5.41358 0.0856
H 5.13686 -0.21137 -4.77724 0.0977
H 3.52307 -0.81694 -4.32631 0.0722
H 4.42259 -1.63413 -5.57723 0.0732
O 0.23842 7.18720 2.02968 0.0911
C 0.45361 6.92849 0.86651 -0.5270
O 1.31279 5.94213 0.54568 -0.0164
C 1.50625 5.42934 -0.78358 -0.2357
C 2.50140 6.27649 -1.55050 -0.0641
C -0.15575 7.75016 -0.23247 0.0057
H 0.55178 5.32260 -1.30621 0.1157
H 1.90783 4.42207 -0.66764 0.0966
H 2.14661 7.30221 -1.67576 0.0681
H 2.68778 5.85322 -2.53686 0.0617
H 3.44983 6.33524 -1.00856 0.0905
H 0.44634 8.64781 -0.38329 0.0965
H -1.16395 8.03820 0.07241 0.0920
H -0.26237 7.21801 -1.17498 0.0680
O -7.54585 -1.17164 5.65126 0.0955
C -8.19650 -2.15166 5.93356 -0.5248
O -7.57516 -3.32649 6.16421 -0.0118
C -8.22495 -4.49819 6.67831 -0.2323
C -8.87998 -5.29012 5.56510 -0.0674
C -9.69697 -2.10535 5.94530 0.0071
H -8.92355 -4.23917 7.47842 0.1146
H -7.44129 -5.10532 7.13751 0.1233
H -9.66102 -4.71401 5.06514 0.0675
H -9.32411 -6.20867 5.95519 0.0824
H -8.14365 -5.55301 4.80029 0.0838
H -10.06618 -2.22809 4.92563 0.0993
H -10.00771 -1.13085 6.32724 0.0946
H -10.15721 -2.84775 6.59334 0.0686
O 2.83346 3.63625 -2.56389 0.0784
C 2.19919 3.18959 -3.49392 -0.4945
O 0.90239 3.52352 -3.64204 -0.0004
C 0.10999 3.20110 -4.79504 -0.2261
C -0.46731 1.80468 -4.68506 -0.0615
C 2.80962 2.19598 -4.43855 0.0159
H 0.68010 3.35018 -5.71604 0.1149
H -0.70672 3.92643 -4.81695 0.1241
H 0.31635 1.04569 -4.64282 0.0680
H -1.11397 1.58672 -5.53794 0.0837
H -1.05204 1.70534 -3.76623 0.0887
H 2.74922 1.19972 -3.99658 0.0819
H 3.85811 2.46247 -4.58738 0.0975
H 2.35398 2.18706 -5.42615 0.0747
```


The following is a DFT calculation (ωB97M-V/def2-TZVPD) of C34H44BrN3O3PPtS as an isolated structure.

Calculated values
Total charge: +1
Energy relative to the best compared isomer or geometry (same formula, charge and spin), kJ/mol: 0.0
Kohn-Sham gap, eV: 9.032

XYZ file:
```
88
Properties=species:S:1:pos:R:3:lowdin_charge:R:1
Pt -0.84680 2.20288 -0.67248 1.1716
Br -0.47999 2.75156 -4.34552 0.8963
C -1.17250 4.05546 -3.19337 -0.6914
C -1.56482 5.25035 -3.77526 -0.0931
C -1.98278 6.28981 -2.96690 -0.0067
C -1.92066 6.12412 -1.59473 0.0325
C -1.51255 4.90951 -1.09549 -0.1645
N -1.21720 3.84140 -1.87409 -0.0727
C -1.17060 4.76954 0.37061 -0.5813
O -1.40579 5.66378 1.14200 0.1167
O -0.54462 3.66197 0.64796 -0.1844
H -1.52062 5.35182 -4.84893 0.1079
H -2.29512 7.22822 -3.40434 0.1271
H -2.14101 6.91242 -0.88936 0.1363
S -4.07164 -2.51130 -3.95037 1.0085
C -3.14249 -1.23525 -3.12275 -0.4900
C -3.65879 -0.57242 -2.01719 -0.0405
C -2.88316 0.36686 -1.37103 -0.0960
N -1.63672 0.67689 -1.77481 -0.1416
C -1.14710 0.04254 -2.84548 -0.2065
C -1.86388 -0.90642 -3.54480 -0.0521
C -3.61927 -3.81358 -2.80601 -0.5143
C -2.44081 -4.52213 -2.98690 -0.0777
C -2.11436 -5.49844 -2.05605 -0.1508
N -2.87209 -5.79358 -1.00345 0.0762
C -4.00971 -5.12135 -0.85629 -0.1273
C -4.43158 -4.12447 -1.72731 -0.0750
H -4.64986 -0.79457 -1.64795 0.1197
H -3.24213 0.87642 -0.48790 0.1192
H -0.12761 0.27417 -3.11112 0.0786
H -1.41391 -1.40490 -4.39175 0.1205
H -1.79482 -4.32371 -3.83150 0.1084
H -1.20051 -6.07205 -2.16538 0.1122
H -4.61797 -5.38925 -0.00001 0.1124
H -5.36950 -3.61030 -1.56794 0.1076
O -0.46778 0.86281 0.78449 -0.4641
P 0.71268 -0.01649 1.22121 0.8696
C 0.11135 -1.73240 1.19009 -0.3295
C -0.25681 -2.17592 -0.24898 -0.1788
C 0.70321 -3.23693 -0.77375 -0.1857
C 0.65024 -4.50118 0.09203 -0.1754
C 0.48269 -4.16660 1.58585 -0.1709
C 1.00604 -2.76615 1.89653 -0.1838
C 2.14909 0.13827 0.11658 -0.3204
C 2.49785 1.56761 -0.33808 -0.2077
C 3.58387 1.49181 -1.40714 -0.1731
C 4.86163 0.79499 -0.88218 -0.1744
C 4.67647 0.26268 0.53686 -0.1963
C 3.41649 -0.59174 0.66002 -0.1734
C 1.12747 0.42327 2.92295 -0.3358
C -0.11986 0.31974 3.84019 -0.1733
C -0.80194 1.67785 3.98791 -0.1861
C 0.11696 2.67413 4.70843 -0.1775
C 1.59544 2.41952 4.37767 -0.1802
C 1.74117 1.84122 2.97353 -0.1846
H -0.81438 -1.65905 1.76922 0.1165
H -0.28038 -1.31642 -0.91702 0.0640
H -1.27328 -2.58098 -0.25113 0.1232
H 1.72068 -2.83279 -0.78664 0.1004
H 0.46209 -3.48068 -1.81070 0.1060
H 1.55958 -5.08404 -0.06395 0.1145
H -0.17993 -5.13182 -0.23345 0.0812
H 0.99620 -4.90625 2.19977 0.1148
H -0.57327 -4.21336 1.86708 0.1180
H 2.04298 -2.69025 1.56497 0.0993
H 1.00328 -2.58286 2.97273 0.1168
H 1.80510 -0.39772 -0.77868 0.1108
H 2.84657 2.15939 0.50858 0.1041
H 1.62181 2.10620 -0.71196 0.0648
H 3.81508 2.49665 -1.76192 0.1125
H 3.18225 0.94774 -2.26757 0.1082
H 5.70186 1.48950 -0.89559 0.1105
H 5.13807 -0.02999 -1.54247 0.1116
H 4.63145 1.09495 1.24327 0.1065
H 5.53967 -0.33567 0.83177 0.1191
H 3.29434 -0.89841 1.70000 0.0926
H 3.56182 -1.51230 0.08914 0.1119
H 1.87730 -0.29898 3.25952 0.1164
H 0.20572 -0.03345 4.82159 0.1239
H -0.82761 -0.42588 3.47281 0.0969
H -1.73831 1.56469 4.53573 0.1151
H -1.06093 2.05563 2.99692 0.0940
H -0.02901 2.60571 5.78819 0.1106
H -0.15832 3.68913 4.41775 0.1136
H 2.03330 1.71890 5.09516 0.1160
H 2.16866 3.34296 4.46229 0.1146
H 2.79223 1.79476 2.68175 0.1036
H 1.23210 2.50224 2.26449 0.1039
```


The following is a DFT calculation (ωB97M-V/def2-TZVPD) of a 2-piece molecular cluster, C34H44N overall in a non-equilibrium geometry.

Calculated values
Total charge: +1
Energy relative to the best compared isomer or geometry (same formula, charge and spin), kJ/mol: 217.1
Kohn-Sham gap, eV: 4.264

XYZ file:
```
79
Properties=species:S:1:pos:R:3:lowdin_charge:R:1
C -4.90528 3.95164 3.28586 -0.0495
C -4.04804 2.98923 2.52212 -0.2631
C -3.36472 1.98293 3.20450 -0.0082
C -2.65429 0.99000 2.53073 -0.2013
C -2.07968 -0.10299 3.38540 -0.0471
C -2.54101 1.04817 1.12770 -0.1182
C -1.82940 -0.05358 0.34187 -0.2925
C -2.66687 -1.33550 0.34550 -0.0236
C -0.35226 -0.31116 0.75520 -0.1277
C 0.57660 0.73626 0.32032 0.1402
C 1.75758 1.15885 0.95979 -0.0903
C 2.16198 2.54063 0.84089 -0.1639
C 1.24337 3.55280 0.22962 -0.0254
C 3.39669 2.95453 1.31164 0.0192
C 4.27330 2.07121 1.95210 -0.2057
C 5.59607 2.57030 2.44213 -0.0190
C 3.87070 0.74603 2.13161 0.0196
C 2.63861 0.27733 1.69162 -0.1486
C 2.29939 -1.14857 1.98630 -0.0227
C -3.21327 2.07502 0.43203 -0.2122
C -3.20773 2.14391 -1.07382 -0.0448
C -3.92999 3.04314 1.13299 -0.0034
H -5.36199 4.68037 2.60921 0.0781
H -5.70928 3.42335 3.81764 0.0902
H -4.32093 4.49046 4.04292 0.0868
H -3.42174 1.94513 4.29431 0.1273
H -1.95201 -1.05056 2.86346 0.0538
H -1.11418 0.19078 3.82039 0.0915
H -2.75004 -0.29777 4.23332 0.0940
H -1.78124 0.26482 -0.70643 0.1115
H -3.70732 -1.09661 0.08821 0.1020
H -2.29287 -2.04672 -0.40013 0.0624
H -2.67469 -1.83071 1.32309 0.0772
H -0.26549 -0.48020 1.83528 0.0990
H -0.05529 -1.24706 0.26307 0.1036
H 0.23686 1.31846 -0.54035 0.1352
H 1.69952 4.54870 0.28472 0.0915
H 1.04945 3.33504 -0.82820 0.0983
H 0.27502 3.59975 0.74989 0.1013
H 3.69649 3.99705 1.18484 0.1354
H 6.14324 1.77303 2.95295 0.0867
H 6.21179 2.94020 1.61229 0.1041
H 5.46689 3.40623 3.14176 0.1025
H 4.55429 0.05317 2.63642 0.1321
H 3.20544 -1.68192 2.30926 0.0966
H 1.56599 -1.24917 2.80300 0.1045
H 1.91353 -1.67351 1.10565 0.0652
H -3.84522 2.97471 -1.39998 0.0824
H -2.20187 2.32932 -1.47782 0.0786
H -3.60297 1.22876 -1.53847 0.0879
H -4.43357 3.84021 0.57764 0.1202
C 4.74391 -0.37598 -3.80208 -0.0947
C 4.77877 -0.89396 -2.49785 -0.0926
C 3.60124 -1.28215 -1.86552 -0.0559
C 2.35477 -1.22265 -2.54433 -0.2410
C 1.15337 -1.71859 -1.90875 -0.0867
C -0.04203 -1.94792 -2.57262 -0.0953
N -0.90954 -2.94343 -2.30058 -0.1425
C -2.05621 -3.20499 -3.17466 -0.1488
C -2.72719 -4.45982 -2.60511 -0.1537
C -1.78567 -5.02198 -1.52675 -0.1484
C -0.57076 -4.07414 -1.44606 -0.1527
C 2.34514 -0.73781 -3.87861 -0.0438
C 3.52281 -0.31204 -4.48839 -0.0848
H 5.66478 -0.04694 -4.28605 0.1014
H 5.73172 -0.99776 -1.97750 0.1022
H 3.62590 -1.68318 -0.84869 0.0985
H 1.27246 -2.10726 -0.89190 0.0718
H -0.33289 -1.30018 -3.41338 0.1303
H -2.73446 -2.33828 -3.20410 0.1195
H -1.71315 -3.38187 -4.20985 0.1259
H -3.70078 -4.20289 -2.17788 0.1084
H -2.88711 -5.18673 -3.40449 0.1100
H -2.29183 -5.07436 -0.55650 0.1076
H -1.45296 -6.03062 -1.78837 0.1097
H 0.33918 -4.59143 -1.79979 0.1323
H -0.37442 -3.76223 -0.40766 0.1081
H 1.40349 -0.73292 -4.42684 0.0982
H 3.49188 0.06663 -5.50974 0.1052
```


Look up the Kohn-Sham gap of the third one.
4.264 eV


Which value of Kohn-Sham gap does entry 3 give?
4.264 eV


Kohn-Sham gap of number 1 (C34H44Br2O10)?
7.501 eV


Kohn-Sham gap of number 2 (C34H44BrN3O3PPtS)?
9.032 eV